Formula: C13H23ClNO4PZr
Source: OMol25
Level of theory: ωB97M-V/def2-TZVPD

Geometry as XYZ:
```
44
C13H23ClNO4PZr | OMol25 | ωB97M-V/def2-TZVPD
C 0.345 3.232 -2.152
C -0.938 2.828 -1.795
C -1.137 1.793 -0.863
C -0.046 1.207 -0.200
C 1.243 1.571 -0.634
C 1.437 2.612 -1.554
C -2.554 1.341 -0.601
C -2.885 -0.121 -0.284
N -2.069 -1.191 -0.977
Zr -0.559 -0.659 0.988
C 2.452 0.798 -0.136
P 2.152 -0.993 -0.047
H -1.807 3.298 -2.258
H 2.463 2.902 -1.805
H 0.498 4.025 -2.884
H 2.735 1.092 0.893
H 3.323 0.925 -0.810
H -2.937 1.906 0.263
H -3.199 1.619 -1.445
H -2.853 -0.312 0.827
C 3.126 -1.679 1.285
C 2.725 -1.632 -1.633
H -3.960 -0.293 -0.491
C -1.425 -0.857 -2.280
C -2.952 -2.367 -1.212
H 0.133 -0.267 4.677
H -1.792 -1.536 -3.054
H -1.633 0.147 -2.647
H -0.341 -1.006 -2.283
H -3.090 -2.517 -2.288
H -2.553 -3.289 -0.789
H -3.955 -2.191 -0.816
H 3.807 -1.436 -1.716
H 2.528 -2.716 -1.653
H 2.175 -1.138 -2.453
H 4.198 -1.585 1.067
H 2.886 -1.149 2.215
H 2.857 -2.736 1.392
H 0.743 -1.568 -0.142
O 0.502 -0.639 5.538
Cl 0.012 0.469 6.761
O -0.775 1.443 6.034
O 1.263 1.008 7.250
O -0.141 -0.341 2.712
```

Output
charge = +2
HOMO level = -14.9 eV
frontier orbital gap = 5.69 eV
max |F| = 3.8 eV/A